*a*
Below is a cluster of 11 separate species, C54H141N11O16 in total, with properties calculated with ωB97M-V/def2-TZVPD.

Last column: Mulliken charge in e.
CARTESIAN COORDINATES (ANGSTROEM)
C 4.42159 -1.27917 -3.53619  0.25
O 4.27683 0.14597 -3.46689  0.31
C 5.33131 0.90523 -3.90836  -0.93
C 6.53100 0.82980 -2.92115  0.59
C 6.08332 1.16773 -1.47740  -0.95
N 7.67027 1.64228 -3.24038  -0.70
H 4.86669 -1.54740 -4.55865  0.39
H 3.43502 -1.66912 -3.48261  -0.74
H 5.12157 -1.63655 -2.73632  -0.02
H 5.66113 0.58128 -4.92119  0.33
H 5.01076 1.94212 -3.91703  0.03
H 6.81456 -0.21259 -3.05280  0.33
H 6.87715 1.15030 -0.73934  0.44
H 5.17046 0.57026 -1.12104  -0.06
H 5.70683 2.17916 -1.46192  0.20
H 7.40382 2.58427 -3.46962  0.24
H 8.21764 1.28147 -4.01807  0.29
C -0.44010 2.87014 4.53298  -0.47
O -1.11628 1.69622 4.10852  -0.14
C -0.71525 0.52270 4.87525  -0.21
C -1.10513 -0.76466 4.16938  1.58
C -0.67347 -1.97963 4.99660  -1.72
N -0.54086 -0.97180 2.83924  2.73
H -0.53957 3.64162 3.75682  -0.16
H 0.61762 2.77375 4.69178  0.14
H -0.86144 3.15492 5.45354  0.47
H 0.42967 0.56753 4.92480  -0.48
H -1.09581 0.67596 5.91876  0.43
H -2.21518 -0.80932 4.00526  -0.59
H -0.67799 -2.98818 4.53199  0.03
H -1.33278 -2.00494 5.91216  0.48
H 0.25879 -1.90145 5.46369  0.43
H 0.50834 -0.94666 2.90706  -0.98
H -0.80474 -0.23408 2.18319  -0.97
C -7.84169 -1.67920 0.62895  -0.94
O -6.42587 -1.99915 0.54642  -0.19
C -5.85515 -2.43329 1.81803  -0.17
C -5.79762 -1.43730 2.98642  0.40
C -4.92918 -0.20227 2.78396  -0.29
N -5.40238 -2.32806 4.10529  -0.70
H -8.42528 -2.55006 0.85474  0.32
H -8.25307 -1.38529 -0.32018  0.32
H -8.01362 -0.88893 1.40676  0.33
H -6.52791 -3.24887 2.22163  0.36
H -4.82425 -2.96116 1.67978  -0.42
H -6.84419 -1.08361 3.15896  0.27
H -4.69404 0.19167 3.78355  0.37
H -5.39571 0.58545 2.17927  0.40
H -3.90877 -0.37979 2.41194  -0.52
H -4.54877 -2.85429 3.89900  0.21
H -5.35874 -1.88784 5.03453  0.28
C 0.98580 -5.95278 -0.10545  -0.79
O -0.34666 -5.46308 0.01454  -0.38
C -0.47319 -4.66736 1.13011  0.70
C -1.90893 -4.23734 1.07930  -0.64
C -2.32193 -3.34915 -0.00169  1.03
N -2.42349 -3.73960 2.38801  -0.12
H 1.35111 -6.39264 0.87720  0.27
H 1.67671 -5.18161 -0.41797  0.24
H 1.01879 -6.79192 -0.87967  0.23
H -0.18402 -5.12620 2.06881  0.46
H 0.21752 -3.74804 1.12211  -0.86
H -2.37357 -5.18900 0.92120  0.39
H -1.99942 -3.80065 -0.90755  -0.90
H -1.77353 -2.33132 -0.09906  -0.20
H -3.44263 -3.19512 0.00494  0.05
H -1.90522 -2.91428 2.69981  -0.24
H -2.30757 -4.43213 3.08538  0.44
C 3.37772 1.76411 6.50756  -0.82
O 3.22315 1.23382 5.17593  -0.29
C 3.37109 -0.17938 5.13649  -0.13
C 4.81992 -0.72699 5.39215  0.80
C 5.63152 -0.36392 4.17380  -1.35
N 4.76640 -2.16079 5.64486  -0.61
H 4.22580 1.34801 7.00949  0.36
H 2.51939 1.62478 7.18141  0.24
H 3.51615 2.85977 6.30979  0.27
H 2.70329 -0.62593 5.85537  0.69
H 2.99506 -0.49794 4.14865  -1.01
H 5.19698 -0.28084 6.36284  0.46
H 6.67801 -0.66061 4.28229  0.44
H 5.47463 0.75514 4.01302  0.38
H 5.41704 -0.86112 3.22483  -0.07
H 5.68836 -2.55003 5.85810  0.24
H 4.25977 -2.19757 6.50987  0.24
C -2.54363 7.80383 -0.41275  -0.71
O -1.80037 7.09800 0.48647  -0.35
C -1.10731 6.00929 -0.13614  -0.46
C -0.39128 5.10715 0.89600  1.16
C 0.57074 5.86550 1.75987  -1.93
N 0.27982 4.03272 0.13695  0.63
H -3.20257 7.19837 -0.99048  0.24
H -1.88321 8.29805 -1.17568  0.31
H -3.10692 8.61520 0.13989  0.22
H -1.80642 5.49594 -0.72129  -0.19
H -0.41745 6.44040 -0.85867  0.38
H -1.10789 4.69010 1.56233  0.00
H 1.38179 6.23744 1.13211  0.44
H 1.03882 5.18935 2.47916  0.43
H 0.09216 6.65865 2.30812  0.38
H 0.08462 3.12234 0.54217  -1.04
H 1.29043 3.96693 0.16405  0.20
C -1.70399 -0.61762 -7.16690  -0.98
O -1.07633 -0.51692 -5.88219  -0.07
C 0.41214 -0.31990 -5.96069  -1.02
C 1.01696 -1.09494 -4.75113  0.77
N 0.40580 -2.41100 -4.69482  -0.44
C 0.49566 -3.00970 -3.29406  0.63
C -0.08090 -4.41949 -3.35430  -0.49
O -1.47237 -4.26470 -3.44725  -0.19
C -2.22160 -5.37518 -3.11572  -1.04
H -2.79516 -0.58126 -7.07655  0.26
H -1.43433 -1.55836 -7.71815  0.24
H -1.39704 0.20590 -7.81051  0.39
H 0.69580 0.69732 -5.99741  0.33
H 0.68585 -0.77669 -6.94058  0.45
H 1.00771 -0.55100 -3.83746  -0.69
H 2.07995 -1.23563 -4.94593  0.35
H -0.62275 -2.32917 -4.84393  0.36
H 0.02269 -2.41881 -2.52274  -0.35
H 1.58289 -3.08249 -3.08269  0.05
H 0.18273 -4.87447 -2.38899  0.00
H 0.40913 -4.90289 -4.26366  0.48
H -2.04835 -6.15800 -3.89486  0.29
H -3.23310 -5.06333 -3.12139  0.30
H -2.06833 -5.73979 -2.12519  0.35
C 6.76131 -2.51207 0.10135  -0.43
O 6.52020 -2.06177 1.34911  -0.28
C 6.07125 -3.13444 2.18935  -1.28
C 4.57616 -3.29481 2.17250  0.82
N 4.16259 -3.97224 3.37376  -0.42
C 2.65200 -3.96557 3.41959  0.83
C 2.13857 -4.96811 4.52084  -0.98
O 0.72714 -5.08066 4.42899  0.10
C 0.15171 -5.95906 5.32752  -1.00
H 7.04383 -1.55695 -0.43817  -0.01
H 5.86655 -2.92221 -0.47614  0.21
H 7.57484 -3.26332 -0.01345  0.37
H 6.42758 -2.93453 3.18411  0.32
H 6.55035 -4.09443 1.85210  0.46
H 4.24638 -3.88563 1.29934  0.63
H 4.15966 -2.27324 2.12348  -0.57
H 4.41747 -3.37159 4.19177  0.35
H 2.26163 -4.13320 2.42078  -0.19
H 2.29079 -2.98526 3.70020  -0.34
H 2.47784 -4.69093 5.55684  0.36
H 2.55215 -5.93462 4.16587  0.37
H 0.86383 -6.34409 6.05515  0.39
H -0.21316 -6.76983 4.72187  0.30
H -0.72720 -5.46796 5.76096  0.24
C 3.02210 1.18158 2.09028  -0.72
O 2.13579 0.26596 1.48009  1.24
C 2.64196 -0.25149 0.27293  0.05
C 1.63277 -1.19655 -0.44985  0.29
N 0.27831 -0.71739 -0.58277  2.15
C 0.04278 0.58957 -1.11648  1.95
C -1.31901 1.11043 -0.68553  -0.99
O -1.39999 1.16942 0.74929  0.43
C -2.48555 2.01621 1.06737  0.34
H 2.97278 2.14846 1.56259  0.06
H 4.07474 0.84393 2.01161  0.16
H 2.69968 1.36817 3.13680  -0.19
H 3.63222 -0.70708 0.46882  0.37
H 2.83223 0.68763 -0.38826  -0.84
H 1.62655 -2.09889 0.20825  -0.61
H 1.98746 -1.39054 -1.44894  -0.60
H -0.11037 -0.85082 0.37937  -0.98
H 0.05561 0.55183 -2.22482  -1.84
H 0.76860 1.28914 -0.82311  -0.43
H -2.13360 0.47477 -1.02769  -0.43
H -1.46166 2.08008 -1.11217  1.00
H -2.41470 2.92249 0.47926  -0.79
H -2.39653 2.26264 2.10051  0.41
H -3.45873 1.56968 1.04961  -0.40
C -5.81159 6.24337 -0.75962  -0.73
O -5.81733 4.88269 -0.98523  -0.45
C -4.52092 4.26668 -1.11976  -0.92
C -4.66789 2.89467 -1.79435  1.42
N -5.42072 1.99413 -0.96392  0.00
C -5.79774 0.64385 -1.56264  -1.00
C -4.68066 -0.35111 -1.80893  0.14
O -3.64789 0.21556 -2.69815  -0.06
C -2.77856 -0.74616 -3.16514  0.38
H -6.81771 6.53060 -0.42622  0.31
H -5.57618 6.80398 -1.66573  0.29
H -5.00314 6.51690 -0.03097  0.25
H -4.12225 4.27100 -0.07760  0.33
H -3.81805 4.88548 -1.69485  0.35
H -3.63142 2.52504 -1.94023  -1.07
H -5.04426 3.02004 -2.84964  0.15
H -6.25928 2.37356 -0.57284  0.32
H -6.38039 0.77889 -2.48055  0.37
H -6.44527 0.11195 -0.78351  -0.03
H -5.08879 -1.37046 -2.21120  0.45
H -4.21886 -0.59327 -0.83936  0.03
H -3.00651 -0.91198 -4.26534  0.01
H -2.85990 -1.73301 -2.65162  0.21
H -1.73581 -0.37459 -3.13100  -0.51
C 3.21929 3.54219 -2.34662  0.06
O 3.18724 3.58177 -3.75435  -0.52
C 1.99365 2.97788 -4.24974  0.26
C 0.81511 3.90301 -4.03921  -0.47
N -0.35276 3.39554 -4.66369  -0.08
C -1.35742 2.93438 -3.76669  0.49
C -2.54474 2.60494 -4.58977  -0.18
O -3.00490 3.79635 -5.17779  -0.54
C -4.03800 3.47595 -6.07234  -0.88
H 3.10512 2.45555 -2.07799  -0.38
H 2.35031 4.07368 -1.98798  0.11
H 4.17651 3.87823 -1.92825  0.44
H 1.84707 1.97135 -3.64701  -0.09
H 2.06723 2.67163 -5.27688  0.41
H 1.05138 4.87338 -4.49132  0.26
H 0.76539 4.23740 -3.03130  -0.29
H -0.75404 4.15124 -5.24060  0.43
H -1.67735 3.72061 -3.03568  -0.36
H -1.02632 2.05544 -3.28665  -0.09
H -3.33245 2.15720 -3.99086  0.26
H -2.22463 1.80387 -5.24182  0.28
H -3.68690 2.84253 -6.89968  0.31
H -4.40542 4.40108 -6.55586  0.34
H -4.91708 3.07973 -5.61703  0.26

## Properties
- E_HOMO: -8.40 eV
- Total charge: 0
- Gap between HOMO and LUMO: 8.75 eV
- SMILES: COC[C@H](C)N.COC[C@H](C)N.COC[C@H](C)N.COC[C@H](C)N.COC[C@H](C)N.COC[C@H](C)N.COCCNCCOC.COCCNCCOC.COCCNCCOC.COCCNCCOC.COCCNCCOC
- Lowest unoccupied orbital energy: 0.36 eV
- 2S+1: 1



*b*
Below is a cluster of 11 separate species, C54H141N11O16 in total, with properties calculated with ωB97M-V/def2-TZVPD.

Last column: Mulliken charge in e.
CARTESIAN COORDINATES (ANGSTROEM)
C -8.26020 -7.29895 1.19460  -0.79
O -7.25274 -6.35888 1.58029  -0.28
C -6.04767 -6.91213 2.02879  -0.95
C -4.89907 -5.93299 1.75609  0.76
C -4.77169 -5.48978 0.32121  -1.21
N -3.63147 -6.46792 2.27227  -0.47
H -9.16531 -6.69843 1.13298  0.24
H -8.32400 -8.05702 1.97376  0.32
H -8.09469 -7.70531 0.19586  0.30
H -6.10862 -7.11953 3.10884  0.36
H -5.82803 -7.90095 1.59568  0.42
H -5.15219 -5.08818 2.40791  0.00
H -4.29219 -6.29793 -0.25108  0.42
H -4.04365 -4.69052 0.19472  0.04
H -5.66855 -5.28608 -0.25783  0.41
H -3.76473 -6.96904 3.14459  0.27
H -3.34286 -7.17994 1.60069  0.18
C -1.90976 -9.36122 0.01097  -0.88
O -1.70009 -8.00067 0.31760  -0.26
C -0.75989 -7.78331 1.35979  -1.04
C 0.70633 -7.61686 0.88503  1.38
C 1.08145 -8.53379 -0.28416  -1.73
N 1.68136 -7.88926 1.95848  -0.62
H -1.13010 -9.84836 -0.57815  0.29
H -2.80681 -9.42520 -0.60681  0.26
H -2.06250 -9.94784 0.92251  0.39
H -0.97297 -6.80398 1.79997  0.32
H -0.93627 -8.45780 2.20660  0.30
H 0.77470 -6.55142 0.66709  0.01
H 2.15668 -8.44699 -0.45088  0.42
H 0.58319 -8.27930 -1.21601  0.31
H 0.93141 -9.56492 0.03731  0.41
H 1.70341 -8.87474 2.20341  0.27
H 1.28888 -7.41986 2.77450  0.24
C 3.66867 -5.90195 0.38214  -0.81
O 4.65267 -4.90247 0.24603  -0.34
C 4.73618 -4.44937 -1.10758  -0.82
C 5.62285 -3.24623 -1.24917  1.09
C 5.82569 -2.83475 -2.69313  -1.53
N 7.01071 -3.58870 -0.76414  -0.85
H 3.83408 -6.39169 1.34468  0.37
H 3.66254 -6.66698 -0.39403  0.33
H 2.70188 -5.44012 0.61225  0.20
H 5.05045 -5.34166 -1.66403  0.38
H 3.73611 -4.19932 -1.49436  0.41
H 5.35530 -2.44673 -0.56040  -0.11
H 5.05720 -2.16985 -3.10610  0.26
H 5.92609 -3.65200 -3.41068  0.35
H 6.73160 -2.24146 -2.82330  0.42
H 6.90840 -3.71216 0.24652  0.32
H 7.15631 -4.57051 -1.01201  0.28
C 9.23376 1.61335 -8.09515  -0.76
O 9.52980 1.79730 -6.73629  -0.32
C 8.42841 2.32827 -6.02141  -0.74
C 8.76330 2.78611 -4.62048  0.64
C 7.54188 3.17428 -3.79740  -1.34
N 9.70177 3.93919 -4.56558  -0.77
H 8.30264 1.09052 -8.33612  0.30
H 10.09935 1.06658 -8.47580  0.26
H 9.22214 2.60115 -8.58084  0.33
H 7.92022 3.07531 -6.65019  0.34
H 7.60786 1.59478 -5.95861  0.34
H 9.30782 2.03138 -4.04980  0.28
H 7.80502 3.37666 -2.75939  0.39
H 6.75291 2.41773 -3.81950  0.20
H 7.03099 4.10069 -4.08143  0.28
H 10.54656 3.66988 -5.05993  0.28
H 9.26070 4.68690 -5.09503  0.27
C 4.07285 -0.09724 1.69138  -0.26
O 4.37840 -0.64611 2.98770  -0.41
C 5.10131 0.20146 3.83274  -1.19
C 4.21184 1.15618 4.66208  1.01
C 5.06642 1.88795 5.67708  -1.66
N 3.18497 0.36071 5.34873  -0.43
H 3.33545 0.67323 1.93028  0.12
H 3.61625 -0.93683 1.17822  0.12
H 4.93949 0.36087 1.21445  0.29
H 5.62003 -0.41191 4.57911  0.35
H 5.98875 0.68476 3.40325  0.46
H 3.66613 1.87153 4.04041  -0.03
H 4.54063 2.67944 6.21685  0.34
H 5.96840 2.30994 5.23068  0.41
H 5.40664 1.26908 6.51504  0.41
H 3.01889 -0.49439 4.82675  0.22
H 3.51472 0.09502 6.26920  0.26
C -3.81337 1.53195 1.07839  -0.53
O -3.34424 2.07024 -0.12486  0.32
C -3.42993 3.50047 -0.17285  -1.12
C -2.79683 4.10022 -1.40690  1.71
C -1.30393 4.10817 -1.15405  -1.25
N -3.15793 5.49965 -1.66647  -0.82
H -3.25613 1.83810 1.97251  0.25
H -3.66518 0.45154 1.03614  -0.31
H -4.88059 1.69784 1.24905  0.52
H -4.50932 3.72068 -0.15655  0.29
H -3.08440 3.97731 0.74847  0.37
H -2.99760 3.51906 -2.31562  -0.47
H -0.74368 4.68839 -1.88775  0.44
H -0.94738 3.08113 -1.02230  -0.12
H -1.06621 4.54415 -0.17911  0.27
H -2.82041 5.78682 -2.57628  0.30
H -4.17116 5.58449 -1.71923  0.27
C 2.22587 4.56987 -8.39130  -0.71
O 2.74472 5.36455 -7.34539  -0.39
C 2.34493 4.92041 -6.07437  -0.51
C 2.82368 5.87632 -4.98224  -0.34
N 2.28821 5.44706 -3.68452  -0.18
C 2.95371 5.83358 -2.44093  -0.31
C 3.21871 7.31498 -2.28302  -0.85
O 4.44755 7.59718 -2.93489  -0.19
C 5.04442 8.83079 -2.56153  -0.81
H 1.15961 4.39091 -8.22432  0.31
H 2.86075 3.73481 -8.68475  0.26
H 2.18232 5.23135 -9.26409  0.28
H 2.72319 3.89607 -5.91779  0.29
H 1.25197 4.79284 -6.06086  0.34
H 2.38306 6.85108 -5.18924  0.24
H 3.91636 5.82942 -4.95191  0.26
H 2.23885 4.43598 -3.74881  0.09
H 3.86724 5.24248 -2.32179  0.13
H 2.28214 5.55333 -1.62641  0.36
H 3.36355 7.58848 -1.23180  0.55
H 2.38251 7.89322 -2.69122  0.35
H 5.99113 8.93271 -3.08490  0.22
H 5.18566 8.82137 -1.47773  0.32
H 4.38291 9.63358 -2.90129  0.31
C -6.24304 0.19032 -2.23499  -0.51
O -5.91640 0.19764 -3.61507  -0.43
C -4.99774 1.19964 -3.93820  -0.89
C -3.54182 0.69817 -3.94952  0.36
N -3.48315 -0.13387 -5.17832  -0.35
C -2.18462 -0.63238 -5.59298  -0.67
C -1.25171 0.54335 -5.92110  -0.27
O 0.06153 0.18952 -6.23453  -0.46
C 0.92031 1.31293 -6.15276  -0.61
H -6.33917 1.17091 -1.76627  0.34
H -5.36797 -0.20146 -1.68986  0.03
H -6.99611 -0.55569 -1.99996  0.32
H -5.03516 2.17736 -3.44078  0.35
H -5.18316 1.45283 -4.98573  0.50
H -3.17445 0.07468 -3.13014  0.02
H -2.95838 1.60132 -4.12708  0.07
H -4.16456 -0.87505 -5.09124  0.28
H -2.26670 -1.12295 -6.56771  0.33
H -1.73913 -1.37540 -4.91921  0.31
H -1.33428 1.29349 -5.12260  0.18
H -1.76478 1.07798 -6.73632  0.19
H 1.22181 1.52327 -5.12120  0.15
H 0.47928 2.24858 -6.50805  0.35
H 1.81107 1.10406 -6.74118  0.43
C 4.44856 1.78852 -2.01906  -1.07
O 3.32149 1.81193 -1.19696  -0.30
C 2.57484 0.63168 -1.36365  -0.10
C 1.35945 0.74706 -0.42822  1.03
N 0.46269 -0.36367 -0.62992  0.08
C -0.92477 -0.08776 -0.31826  0.34
C -1.66852 -1.38298 -0.10786  -0.92
O -1.19056 -2.13349 0.99048  -0.22
C -1.84662 -3.37405 1.08568  -0.77
H 5.08932 2.64113 -1.77730  0.42
H 4.21199 1.95059 -3.08254  0.34
H 5.07419 0.88961 -1.97653  0.37
H 3.14868 -0.30586 -1.26634  -0.08
H 2.30872 0.50174 -2.42581  0.39
H 0.84397 1.63329 -0.80420  -0.48
H 1.69069 0.95211 0.59248  -0.71
H 0.75709 -1.25344 -0.25484  0.34
H -1.45363 0.35119 -1.16900  0.07
H -1.10611 0.52717 0.57222  -0.16
H -1.49443 -1.98797 -1.00982  0.61
H -2.72135 -1.09653 0.00813  -0.15
H -1.27693 -3.93966 1.82396  0.27
H -1.92243 -4.01736 0.20287  0.39
H -2.87130 -3.30056 1.46640  0.14
C -9.21994 2.78900 7.91033  -0.74
O -9.21759 1.51815 7.25397  -0.34
C -7.88142 1.01768 7.19124  -0.62
C -7.78746 -0.02835 6.09584  -0.52
N -7.21809 0.44175 4.86855  -0.08
C -7.16603 -0.53672 3.80988  -0.93
C -6.31656 -0.09787 2.61049  -0.08
O -6.52022 -0.92538 1.50031  -0.42
C -6.34464 -2.32731 1.66549  -0.81
H -8.44524 2.89236 8.67327  0.34
H -10.19768 2.89665 8.37416  0.25
H -9.04045 3.60547 7.20670  0.28
H -7.56076 0.68402 8.18282  0.39
H -7.18994 1.82515 6.91029  0.37
H -8.75498 -0.54091 6.02015  0.27
H -7.05702 -0.71174 6.55252  0.30
H -7.56468 1.33716 4.55277  0.24
H -8.15642 -0.78154 3.39377  0.27
H -6.81854 -1.50628 4.17711  0.43
H -5.24780 -0.00950 2.83961  0.04
H -6.64254 0.92329 2.39377  0.31
H -7.25749 -2.73552 2.09682  0.41
H -5.49217 -2.58529 2.30516  0.36
H -6.07973 -2.72290 0.68800  0.27
C -1.32664 0.12632 3.29095  -0.32
O -1.21513 1.48896 3.57136  -0.41
C 0.11846 1.93820 3.60375  0.80
C 0.20280 3.39019 4.02866  -1.44
N -0.26217 3.75121 5.36999  -0.29
C 0.80112 3.54716 6.35516  -0.20
C 0.16200 3.59098 7.75101  -0.83
O -0.81253 2.59621 8.01187  -0.39
C -0.33408 1.25701 7.84361  -0.27
H -1.18502 -0.49392 4.19185  0.41
H -0.63737 -0.19640 2.50790  0.22
H -2.34817 -0.16452 3.02821  -0.15
H 0.50384 1.89861 2.57647  -0.18
H 0.73586 1.42214 4.35271  0.16
H -0.33364 3.98000 3.27437  0.36
H 1.23617 3.67185 3.80388  0.39
H -1.01677 3.14636 5.68694  0.39
H 1.51659 4.36592 6.23778  0.50
H 1.31859 2.58977 6.22576  0.01
H -0.16404 4.61182 7.93462  0.34
H 0.93951 3.32089 8.48182  0.41
H 0.54197 1.04626 8.46309  0.26
H -0.09365 1.21284 6.78058  -0.03
H -1.11612 0.55768 8.11983  0.25

## Properties
- E_HOMO: -8.58 eV
- Total charge: 0
- Gap between HOMO and LUMO: 9.05 eV
- SMILES: COC[C@H](C)N.COC[C@H](C)N.COC[C@H](C)N.COC[C@H](C)N.COC[C@H](C)N.COC[C@H](C)N.COCCNCCOC.COCCNCCOC.COCCNCCOC.COCCNCCOC.COCCNCCOC
- Lowest unoccupied orbital energy: 0.46 eV
- 2S+1: 1



Winner for stability: *a*